The following is a DFT calculation (ωB97M-V/def2-TZVPD) of a molecular structure, C30H37AuBrCl2N4O2Si.

As for the energy above the lowest of the compared OMol25 structures with the same formula, charge and spin: 2.8 kJ/mol. For the highest occupied orbital energy (alpha / beta), the calculation gives -11.0 / -11.7 eV.

ORCA input file:
```
! wB97M-V def2-TZVPD RIJCOSX def2/J DEFGRID3
* xyz 1 3
Au 0.20 0.20 -0.52
Br 0.00 0.00 2.64
Cl -5.66 -3.45 0.13
Cl -3.43 -5.67 0.13
Si 0.13 0.13 4.95
O -3.82 1.17 0.06
O 1.18 -3.82 0.06
N -0.47 2.27 -0.38
N -1.91 -0.03 -0.45
N 2.27 -0.46 -0.38
N -0.03 -1.91 -0.45
C -1.55 0.93 5.45
C -2.43 3.59 -0.08
C 1.38 -2.46 4.64
C -3.00 -4.02 -0.05
C 0.35 -1.71 5.50
C 0.27 3.38 -0.33
C 1.68 1.24 5.25
C 4.74 -1.65 -0.03
C -1.56 2.43 5.11
C -2.64 1.10 -0.20
C -1.66 4.74 -0.03
C -2.74 0.30 4.72
C -0.98 -2.47 5.37
C -3.68 -1.70 -0.19
C 1.70 1.70 6.72
C 2.37 -1.80 -0.24
C -1.80 2.36 -0.24
C 3.38 0.28 -0.33
C 1.11 -2.64 -0.20
C 2.97 0.47 4.96
C -2.34 -1.31 -0.34
C 1.69 2.49 4.34
C 4.63 -0.27 -0.15
C 3.59 -2.42 -0.08
C 0.80 -1.75 6.97
C -4.02 -3.02 -0.05
C -1.75 0.78 6.97
C -1.68 -3.69 -0.20
C -1.30 -2.34 -0.34
C -0.29 4.63 -0.15
H 5.50 0.37 -0.11
H -3.66 0.77 5.08
H -2.84 -0.77 4.91
H 0.85 -2.79 7.30
H 1.79 -1.31 7.10
H -2.67 1.29 7.26
H -2.54 2.84 5.34
H 0.35 5.50 -0.11
H 2.99 0.08 3.94
H 3.12 -0.36 5.66
H 5.71 -2.12 0.10
H 2.59 3.08 4.57
H 1.47 -3.48 5.02
H -2.68 0.45 3.65
H -0.82 2.99 5.70
H 3.61 -3.50 0.02
H -1.37 -2.43 4.35
H -0.93 1.21 7.54
H 0.10 -1.23 7.62
H 1.74 2.21 3.29
H 3.25 1.35 -0.45
H -0.82 -3.52 5.63
H 2.37 -2.01 4.67
H 1.34 3.25 -0.45
H -0.93 -4.45 -0.20
H -1.37 2.60 4.05
H -1.74 -2.08 6.06
H 2.62 2.28 6.90
H 0.83 3.13 4.49
H 0.86 2.35 6.96
H 3.82 1.14 5.07
H -4.45 -0.94 -0.19
H -2.13 5.70 0.10
H 1.06 -2.53 3.60
H -3.51 3.60 0.02
H 1.70 0.86 7.41
H -1.86 -0.27 7.26
*
```

=====

The following is a DFT calculation (ωB97M-V/def2-TZVPD) of a molecular structure, C30H37BF2N5O5PV in a non-equilibrium geometry.

For the highest occupied orbital energy (alpha / beta), the calculation gives -0.9 / -0.9 eV.

ORCA input file:
```
! wB97M-V def2-TZVPD RIJCOSX def2/J DEFGRID3
* xyz -2 2
V -1.10 3.10 0.29
P 0.74 -0.79 0.12
F -0.89 1.42 2.93
F 0.17 3.35 3.15
O -8.06 -0.45 -0.37
O -8.42 1.62 0.04
O -2.65 4.08 0.69
O 2.17 2.38 -2.53
O -2.18 1.56 -0.03
N 0.47 2.48 -0.86
N -7.66 0.69 -0.17
N -0.10 5.02 0.41
N 0.18 9.15 2.05
N 2.97 7.89 -1.10
C -6.23 0.93 -0.11
C 2.09 7.61 -0.41
C 1.25 -2.53 2.24
C -3.91 3.77 0.50
C 2.76 0.45 1.67
C -0.60 -4.63 1.09
C -0.82 -1.14 -3.73
C 0.49 -4.94 2.13
C 0.40 6.05 0.43
C 2.50 -0.20 0.31
C 5.03 0.84 0.60
C 0.70 -3.73 3.04
C 0.39 -3.23 -2.92
C 3.98 1.38 1.58
C 0.69 -1.00 -1.73
C 3.65 -1.15 -0.05
C 1.39 -2.21 -2.39
C -3.47 1.38 -0.03
C -0.76 -0.86 -2.23
C 1.31 2.47 -1.70
C -5.35 -0.13 -0.33
C -0.50 -2.62 -4.01
C -4.00 0.11 -0.28
C 1.01 7.31 0.45
C 0.77 -2.54 0.78
C 4.98 -0.68 0.56
C 0.54 8.31 1.33
C -0.64 -3.14 0.73
C -4.39 2.47 0.23
C -5.76 2.21 0.16
B -0.55 2.57 2.31
H 4.42 1.50 2.58
H 0.91 -4.11 -3.32
H -0.23 -3.59 -2.10
H 1.88 1.02 1.99
H -6.48 3.00 0.33
H 1.21 -0.10 -2.07
H 2.93 -0.32 2.43
H -1.80 -0.88 -4.13
H -1.43 -1.54 -1.70
H -0.10 -0.50 -4.23
H -5.75 -1.12 -0.54
H -4.63 4.59 0.58
H 3.44 -2.18 0.28
H -0.42 -5.22 0.19
H 6.03 1.19 0.88
H 1.44 -3.18 0.19
H -0.01 -2.71 -4.99
H 0.22 -5.82 2.71
H -1.26 -2.58 1.44
H 2.09 -2.70 -1.71
H 0.93 -1.60 2.72
H -1.58 -4.93 1.48
H 2.00 -1.86 -3.23
H -1.43 -3.20 -4.08
H 3.75 -1.20 -1.14
H -3.28 -0.69 -0.45
H 5.08 -1.07 1.58
H 3.65 2.37 1.26
H 1.43 -5.16 1.63
H 2.34 -2.54 2.27
H 5.82 -1.09 -0.01
H -0.25 -3.46 3.50
H 2.50 0.62 -0.41
H 1.38 -3.97 3.86
H 4.84 1.23 -0.40
H -1.10 -3.00 -0.24
H -1.11 0.15 -1.99
*
```

=====

The following is a DFT calculation (ωB97M-V/def2-TZVPD) of a molecular structure, C30H37F9FeN2O6SSi.

As for the energy above the lowest of the compared OMol25 structures with the same formula, charge and spin: 28.0 kJ/mol. For the highest occupied orbital energy (alpha / beta), the calculation gives -5.2 / -5.4 eV.

ORCA input file:
```
! wB97M-V def2-TZVPD RIJCOSX def2/J DEFGRID3
* xyz -1 6
Fe 0.26 -0.09 2.16
S 0.56 1.26 0.31
Si 0.31 0.43 -1.59
F 5.08 -2.20 1.36
F 4.23 -0.31 0.75
F 5.08 -0.37 3.41
F 2.98 -3.81 2.44
F 2.23 -2.87 4.22
F 3.38 0.89 3.04
F 4.36 -3.00 3.90
F 3.37 -0.45 4.72
F 3.22 -2.15 0.27
O 1.82 -1.19 2.26
O 0.69 0.69 3.86
O 0.93 -1.07 -1.67
O 1.02 1.43 -2.68
O -1.25 0.34 -2.08
O -1.18 -1.31 1.70
N -2.69 0.41 1.96
N -1.60 0.96 2.61
C -2.19 1.31 -2.55
C 0.96 3.45 6.17
C 3.74 -0.32 3.44
C 2.36 1.79 -3.00
C -5.36 -3.34 -0.10
C -4.19 -3.87 0.42
C -5.56 -1.96 -0.07
C 3.92 -1.53 1.21
C 1.65 -3.27 -2.13
C -1.11 3.66 4.99
C 3.18 -2.79 3.29
C -0.83 2.51 4.25
C -3.41 -1.66 0.97
C -1.80 1.79 -3.95
C -0.23 4.15 5.93
C 0.22 -2.04 -3.78
C 0.38 1.80 4.49
C 0.50 -2.28 -2.30
C 3.36 1.18 -2.02
C -3.53 0.59 -2.59
C 2.42 3.32 -2.92
C -1.82 1.98 3.35
C -3.22 -3.04 0.95
C 1.26 2.30 5.47
C -2.36 -0.79 1.56
C -2.25 2.48 -1.57
C 3.10 -1.42 2.54
C -4.59 -1.13 0.47
C 2.63 1.31 -4.42
C -0.75 -2.79 -1.58
H -2.30 -3.44 1.35
H -0.55 -2.86 -0.51
H -6.47 -1.54 -0.48
H -1.29 3.02 -1.54
H -0.59 -1.31 -3.90
H -2.04 4.18 4.79
H 3.29 0.09 -2.03
H -1.58 -2.11 -1.73
H 1.86 -3.41 -1.07
H 2.18 1.75 5.66
H -4.74 -0.06 0.52
H 2.21 3.64 -1.90
H 4.38 1.47 -2.30
H -0.46 5.05 6.49
H -4.32 1.27 -2.93
H -0.06 -2.97 -4.27
H 2.57 0.22 -4.46
H -3.03 3.19 -1.88
H 1.12 -1.65 -4.27
H 3.63 1.62 -4.75
H -1.03 -3.78 -1.96
H 1.89 1.73 -5.10
H -2.82 2.43 3.33
H -3.47 -0.25 -3.28
H 1.40 -4.23 -2.57
H 2.55 -2.88 -2.61
H -2.53 2.53 -4.30
H 1.67 3.75 -3.59
H -4.03 -4.95 0.41
H -6.11 -3.99 -0.53
H 1.66 3.82 6.91
H -3.78 0.22 -1.61
H 3.41 3.68 -3.21
H -2.46 2.13 -0.56
H 3.17 1.53 -1.01
H -0.81 2.23 -3.95
H -1.81 0.94 -4.64
*
```

=====

no.,calculated total energy (Eh)
1,-5454.3246
2,-3325.4311
3,-4576.9236